A | ORCA calculation (wB97M-V/def2-TZVPD) on a 2-piece molecular cluster, C2H8N3O overall.

The value obtained for the frontier orbital gap is 9.20 eV.

Geometry as ORCA input:
```
! RIJCOSX wB97M-V def2-TZVPD def2/J DEFGRID3
* xyz 1 1
C 0.762 1.322 -0.543
C 0.538 0.482 0.645
N -2.231 0.175 0.552
N 0.579 -0.805 0.619
N 0.935 -1.583 -0.420
O -2.130 -0.700 -0.277
H 1.823 1.352 -0.800
H 0.228 0.932 -1.412
H 0.437 2.340 -0.356
H 0.331 0.945 1.598
H 0.413 -1.334 1.477
H 1.027 -1.120 -1.317
H 0.509 -2.500 -0.455
H -3.223 0.495 0.689
*
```

These are the Löwdin partial charges, in e, on atoms 1 to 6:
1. C -0.029
2. C -0.100
3. N 0.049
4. N -0.015
5. N 0.128
6. O -0.031

---

B | ORCA calculation (wB97M-V/def2-TZVPD) on an isolated ion of composition C2H8N3O and charge +1.

The value obtained for the frontier orbital gap is 10.56 eV. As for the SMILES: C[C@@]1(N[NH3+])NO1.

Geometry as ORCA input:
```
! RIJCOSX wB97M-V def2-TZVPD def2/J DEFGRID3
* xyz 1 1
C 0.661 -1.677 -0.634
C -0.222 -0.477 -0.057
N 0.062 0.881 -0.530
N 0.130 1.762 0.614
N -1.604 -0.820 -0.017
O -0.775 -0.598 1.160
H 1.302 -1.155 -1.235
H 0.188 -2.474 -1.149
H 1.200 -2.123 0.344
H 0.988 0.799 -1.062
H -0.637 2.400 0.642
H 0.878 2.425 0.663
H 0.039 1.099 1.405
H -2.210 -0.042 -0.145
*
```

These are the Löwdin partial charges, in e, on atoms 1 to 6:
1. C 0.068
2. C -0.594
3. N 0.078
4. N 0.219
5. N 0.167
6. O 0.005

---

A is favored, and the nearest alternative lies 0.974 eV above it.

---

A | ORCA calculation (wB97M-V/def2-TZVPD) on C7H12 as an isolated structure.

The value obtained for the frontier orbital gap is 8.61 eV.

Geometry as ORCA input:
```
! RIJCOSX wB97M-V def2-TZVPD def2/J DEFGRID3
* xyz 0 1
C 2.037 0.284 2.586
C 1.122 0.968 1.577
C 0.387 -0.035 0.695
C -0.541 0.655 -0.302
C -1.185 -0.246 -1.245
C -1.550 -0.493 -2.394
C -2.136 -1.318 -3.387
H 1.465 -0.385 3.239
H 2.795 -0.322 2.076
H 2.558 1.009 3.219
H 0.389 1.597 2.102
H 1.707 1.648 0.941
H -0.193 -0.730 1.318
H 1.116 -0.647 0.147
H -1.324 1.205 0.233
H 0.021 1.387 -0.893
H -2.048 -1.653 -2.058
H -1.482 -1.841 -4.095
H -3.139 -1.085 -3.760
*
```

These are the Löwdin partial charges, in e, on atoms 1 to 6:
1. C -0.124
2. C -0.287
3. C -0.239
4. C -0.234
5. C -0.055
6. C -0.203

---

B | ORCA calculation (wB97M-V/def2-TZVPD) on the molecule C7H12.

The value obtained for the frontier orbital gap is 7.69 eV.

Geometry as ORCA input:
```
! RIJCOSX wB97M-V def2-TZVPD def2/J DEFGRID3
* xyz 0 1
C 2.568 0.419 1.489
C 1.362 1.146 0.898
C 0.350 0.196 0.258
C -0.844 0.934 -0.361
C -1.919 0.237 -1.121
C -1.970 -1.192 -0.955
C -2.433 -1.890 -2.010
H 2.258 -0.298 2.258
H 3.109 -0.138 0.715
H 3.273 1.120 1.950
H 0.863 1.733 1.681
H 1.702 1.872 0.147
H 0.007 -0.524 1.014
H 0.850 -0.396 -0.521
H -1.442 1.431 0.432
H -0.494 1.789 -0.961
H -1.542 -1.734 -0.106
H -2.863 -1.363 -2.857
H -2.339 -2.972 -2.076
*
```

These are the Löwdin partial charges, in e, on atoms 1 to 6:
1. C -0.123
2. C -0.286
3. C -0.251
4. C -0.270
5. C 0.021
6. C -0.248

---

B is favored, and the nearest alternative lies 0.722 eV above it.

---

A | ORCA calculation (wB97M-V/def2-TZVPD) on the molecule C7H12.

The value obtained for the frontier orbital gap is 10.42 eV. As for the SMILES: CC#CCCCC.

Geometry as ORCA input:
```
! RIJCOSX wB97M-V def2-TZVPD def2/J DEFGRID3
* xyz 0 1
C 3.923 -0.146 1.070
C 2.692 -0.344 0.304
C 1.667 -0.498 -0.312
C 0.353 -0.614 -0.956
C -0.719 0.093 -0.116
C -2.118 0.045 -0.723
C -3.142 0.739 0.175
H 3.702 0.313 2.040
H 4.619 0.510 0.539
H 4.430 -1.099 1.258
H 0.091 -1.672 -1.087
H 0.388 -0.177 -1.962
H -0.732 -0.355 0.886
H -0.419 1.140 0.021
H -2.417 -1.000 -0.889
H -2.103 0.522 -1.712
H -3.320 0.162 1.089
H -2.781 1.730 0.478
H -4.104 0.874 -0.330
*
```

These are the Löwdin partial charges, in e, on atoms 1 to 6:
1. C -0.115
2. C -0.087
3. C -0.053
4. C -0.221
5. C -0.241
6. C -0.281

---

B | ORCA calculation (wB97M-V/def2-TZVPD) on the molecule C7H12.

The value obtained for the frontier orbital gap is 9.64 eV. As for the SMILES: C=C(/C=C/C)CC.

Geometry as ORCA input:
```
! RIJCOSX wB97M-V def2-TZVPD def2/J DEFGRID3
* xyz 0 1
C -1.804 -0.599 -0.808
C -0.522 -0.261 -0.757
C 0.027 0.661 0.271
C -0.494 0.957 1.456
C -0.077 2.160 2.277
C 0.487 -0.831 -1.708
C 1.375 -1.878 -1.034
H -2.156 -1.223 -1.619
H -2.503 -0.256 -0.061
H 0.939 1.131 -0.087
H -1.388 0.422 1.753
H 0.787 1.962 2.910
H 0.255 2.938 1.588
H -0.880 2.447 2.945
H 1.132 -0.009 -2.058
H 0.093 -1.184 -2.663
H 0.840 -2.294 -0.174
H 2.243 -1.440 -0.540
H 1.646 -2.703 -1.689
*
```

These are the Löwdin partial charges, in e, on atoms 1 to 6:
1. C 0.057
2. C -0.344
3. C -0.094
4. C -0.141
5. C -0.096
6. C -0.241

---

C | ORCA calculation (wB97M-V/def2-TZVPD) on the molecule C7H12.

The value obtained for the frontier orbital gap is 9.56 eV. As for the SMILES: C[C@H]1[C@H]2CCC[C@@H]12.

Geometry as ORCA input:
```
! RIJCOSX wB97M-V def2-TZVPD def2/J DEFGRID3
* xyz 0 1
C 1.196 -1.238 1.491
C 0.785 0.209 1.214
C 0.717 0.989 -0.123
C 0.034 0.912 -1.466
C -0.740 -0.397 -1.530
C -1.279 -0.457 -0.081
C -0.544 0.677 0.667
H 2.293 -1.298 1.505
H 0.848 -1.582 2.475
H 0.845 -1.952 0.742
H 1.294 0.876 1.908
H 1.164 1.971 0.037
H -0.859 1.705 -1.208
H 0.602 1.231 -2.346
H -1.544 -0.302 -2.261
H -0.146 -1.279 -1.807
H -1.148 -1.442 0.381
H -2.348 -0.241 -0.041
H -1.169 1.616 0.442
*
```

These are the Löwdin partial charges, in e, on atoms 1 to 6:
1. C -0.064
2. C -0.211
3. C -0.222
4. C -0.194
5. C -0.187
6. C -0.165

---

D | ORCA calculation (wB97M-V/def2-TZVPD) on C7H12 as an isolated structure.

The value obtained for the frontier orbital gap is 8.38 eV.

Geometry as ORCA input:
```
! RIJCOSX wB97M-V def2-TZVPD def2/J DEFGRID3
* xyz 0 1
C 2.351 -0.071 -0.447
C 2.670 0.118 0.749
C 0.159 -0.940 -0.463
C 0.483 0.530 -0.261
C -0.883 1.308 0.013
C -1.821 0.157 0.102
C -1.152 -1.055 0.359
H 2.167 -0.322 -1.486
H 2.574 0.158 1.806
H 0.069 -0.739 -1.551
H 0.961 -1.627 -0.252
H 0.892 1.045 -1.131
H 1.153 0.485 0.709
H -1.228 1.937 -0.783
H -0.690 1.915 0.998
H -2.357 0.135 -0.986
H -2.581 0.088 0.905
H -1.702 -1.870 0.160
H -1.064 -1.252 1.558
*
```

These are the Löwdin partial charges, in e, on atoms 1 to 6:
1. C -0.092
2. C 0.009
3. C -0.183
4. C -0.339
5. C -0.156
6. C -0.304

---

B is favored, and the nearest alternative lies 0.084 eV above it.

---

A | ORCA calculation (wB97M-V/def2-TZVPD) on the molecule C7H12.

The value obtained for the frontier orbital gap is 10.93 eV. As for the SMILES: CC1CC2(CC2)C1.

Geometry as ORCA input:
```
! RIJCOSX wB97M-V def2-TZVPD def2/J DEFGRID3
* xyz 0 1
C -2.527 0.306 0.104
C -1.231 -0.477 -0.021
C -0.220 0.012 -1.094
C 0.872 -0.011 -0.024
C 2.206 -0.674 -0.161
C 2.115 0.814 0.059
C -0.158 -0.251 1.079
H -3.162 0.167 -0.779
H -2.320 1.379 0.201
H -3.101 -0.005 0.985
H -1.446 -1.545 -0.142
H -0.067 -0.651 -1.953
H -0.450 1.019 -1.462
H 2.495 -1.022 -1.150
H 2.565 -1.295 0.657
H 2.357 1.475 -0.770
H 2.396 1.198 1.037
H -0.357 0.648 1.676
H 0.032 -1.089 1.758
*
```

These are the Löwdin partial charges, in e, on atoms 1 to 6:
1. C -0.085
2. C -0.345
3. C -0.081
4. C -0.438
5. C -0.091
6. C -0.090

---

B | ORCA calculation (wB97M-V/def2-TZVPD) on the molecule C7H12.

The value obtained for the frontier orbital gap is 10.41 eV. As for the SMILES: C[C@@H]1C=C[C@H](C)C1.

Geometry as ORCA input:
```
! RIJCOSX wB97M-V def2-TZVPD def2/J DEFGRID3
* xyz 0 1
C -2.420 -0.425 0.003
C -1.221 0.517 -0.027
C -0.486 0.682 -1.343
C 0.836 0.659 -1.182
C 1.239 0.407 0.256
C 2.317 -0.664 0.418
C -0.100 -0.015 0.885
H -2.080 -1.466 -0.066
H -2.943 -0.314 0.961
H -3.134 -0.240 -0.805
H -1.571 1.512 0.295
H -0.996 0.864 -2.287
H 1.572 0.826 -1.966
H 1.602 1.345 0.705
H 1.972 -1.609 -0.019
H 2.531 -0.843 1.478
H 3.253 -0.382 -0.075
H -0.211 0.258 1.939
H -0.160 -1.112 0.829
*
```

These are the Löwdin partial charges, in e, on atoms 1 to 6:
1. C -0.081
2. C -0.370
3. C -0.061
4. C -0.069
5. C -0.372
6. C -0.083

---

C | ORCA calculation (wB97M-V/def2-TZVPD) on the molecule C7H12.

The value obtained for the frontier orbital gap is 9.04 eV. As for the SMILES: C/C=C/C=C(C)C.

Geometry as ORCA input:
```
! RIJCOSX wB97M-V def2-TZVPD def2/J DEFGRID3
* xyz 0 1
C -3.503 -0.327 0.150
C -2.263 0.592 0.066
C -1.085 0.006 -0.106
C 0.323 0.600 -0.212
C 1.617 0.034 -0.137
C 1.871 -1.406 -0.200
C 2.722 1.038 0.060
H -4.300 0.426 0.490
H -3.391 -1.181 0.860
H -3.748 -0.672 -0.884
H -2.292 1.768 -0.115
H -0.963 -1.094 0.120
H 0.320 1.714 0.009
H 2.813 -1.647 0.290
H 1.774 -1.901 -1.255
H 1.066 -1.846 0.388
H 3.310 1.063 -0.830
H 3.406 0.777 0.985
H 2.323 2.056 0.321
*
```

These are the Löwdin partial charges, in e, on atoms 1 to 6:
1. C -0.126
2. C -0.195
3. C -0.156
4. C -0.060
5. C -0.368
6. C -0.087

---

D | ORCA calculation (wB97M-V/def2-TZVPD) on the molecule C7H12.

The value obtained for the frontier orbital gap is 10.92 eV. As for the SMILES: CC1CC2(CC2)C1.

Geometry as ORCA input:
```
! RIJCOSX wB97M-V def2-TZVPD def2/J DEFGRID3
* xyz 0 1
C -2.581 0.128 0.062
C -1.170 -0.440 0.054
C -0.235 0.186 -1.008
C 0.887 0.091 0.009
C 2.083 -0.779 -0.212
C 2.239 0.710 -0.017
C -0.126 -0.045 1.144
H -3.048 0.018 -0.927
H -2.544 1.201 0.276
H -3.239 -0.349 0.794
H -1.161 -1.532 0.022
H -0.098 -0.306 -1.978
H -0.532 1.229 -1.183
H 2.223 -1.176 -1.217
H 2.411 -1.444 0.583
H 2.502 1.323 -0.875
H 2.652 1.051 0.929
H -0.375 0.912 1.620
H 0.113 -0.779 1.924
*
```

These are the Löwdin partial charges, in e, on atoms 1 to 6:
1. C -0.080
2. C -0.342
3. C -0.093
4. C -0.455
5. C -0.089
6. C -0.084

---

B is favored, and the nearest alternative lies 1.096 eV above it.